C28H39ClN3O2PS2Se2Y | ωB97M-V/def2-TZVPD

Last column: Löwdin charge in e.
Positions of all 79 atoms, in Å:
1 Y 0.757 0.138 -1.352  0.889
2 N 0.083 2.324 -0.182  -0.040
3 C 0.786 2.726 1.039  -0.237
4 C 2.149 2.056 1.074  -0.203
5 N 2.023 0.604 0.871  -0.133
6 C 1.465 -0.137 2.021  -0.210
7 C 0.000 -0.504 1.858  -0.236
8 N -0.196 -1.168 0.563  -0.055
9 H -0.925 2.412 -0.085  0.023
10 H 0.344 2.894 -0.986  0.047
11 H 0.904 3.811 1.130  0.118
12 H 0.191 2.403 1.894  0.090
13 H 2.776 2.443 0.263  0.107
14 H 2.660 2.287 2.017  0.124
15 H 2.967 0.235 0.763  -0.010
16 H 2.056 -1.053 2.108  0.073
17 H 1.604 0.424 2.953  0.124
18 H -0.302 -1.134 2.702  0.119
19 H -0.644 0.377 1.877  0.079
20 H 0.293 -2.060 0.521  0.088
21 H -1.184 -1.351 0.403  0.051
22 O -1.424 0.110 -6.855  -0.059
23 C -1.945 0.803 -5.726  -0.236
24 C -1.123 0.474 -4.476  -0.562
25 C -1.715 1.378 -3.398  -0.245
26 O -1.325 1.013 -2.084  -0.311
27 C -1.398 -1.005 -4.132  -0.544
28 Se -0.182 -1.967 -2.913  0.448
29 C 0.368 0.772 -4.782  -0.529
30 Se 1.442 1.868 -3.506  0.498
31 H -1.933 0.364 -7.628  0.084
32 H -2.991 0.515 -5.557  0.126
33 H -1.907 1.888 -5.896  0.130
34 H -2.809 1.328 -3.440  0.134
35 H -1.400 2.410 -3.576  0.105
36 H -2.138 0.763 -1.512  0.035
37 H -1.364 -1.579 -5.057  0.048
38 H -2.413 -1.082 -3.732  0.059
39 H 0.436 1.318 -5.722  0.042
40 H 0.902 -0.167 -4.914  0.034
41 Cl -2.889 2.646 1.614  0.656
42 C -4.376 1.804 1.151  -0.584
43 C -5.572 2.324 1.605  -0.160
44 C -6.766 1.708 1.277  -0.144
45 C -6.713 0.556 0.485  -0.130
46 C -5.518 0.046 0.039  -0.075
47 C -4.262 0.645 0.341  -0.346
48 C -3.037 0.142 -0.154  -0.127
49 H -5.552 3.216 2.219  0.089
50 H -7.706 2.109 1.629  0.080
51 H -7.630 0.046 0.214  0.090
52 H -5.511 -0.848 -0.572  0.101
53 H -2.127 0.511 0.301  -0.028
54 H -3.018 -0.858 -0.577  0.050
55 S 4.747 -1.530 1.322  0.217
56 P 4.649 -1.120 -0.615  0.073
57 S 2.984 -1.687 -1.615  0.186
58 C 4.916 0.679 -0.870  -0.386
59 C 5.431 1.464 0.158  -0.133
60 C 5.604 2.828 -0.024  -0.101
61 C 5.259 3.421 -1.233  -0.095
62 C 4.745 2.646 -2.260  -0.105
63 C 4.580 1.277 -2.081  -0.148
64 C 6.061 -1.856 -1.512  -0.374
65 C 6.033 -1.929 -2.903  -0.107
66 C 7.118 -2.445 -3.594  -0.087
67 C 8.234 -2.896 -2.900  -0.101
68 C 8.261 -2.831 -1.516  -0.093
69 C 7.177 -2.311 -0.822  -0.109
70 H 5.677 0.995 1.103  0.061
71 H 6.001 3.430 0.783  0.098
72 H 5.383 4.488 -1.368  0.098
73 H 4.437 3.091 -3.196  0.088
74 H 4.142 0.689 -2.878  0.049
75 H 5.150 -1.607 -3.440  0.079
76 H 7.087 -2.504 -4.674  0.100
77 H 9.079 -3.306 -3.442  0.095
78 H 9.125 -3.190 -0.971  0.097
79 H 7.181 -2.260 0.260  0.061

Forces on the atoms, in the same order (eV/Å):
Y 0.1 0.1 -0.2
N 0.1 0.0 0.0
C 0.0 0.0 0.0
C -0.1 0.0 -0.1
N 0.0 0.0 0.1
C 0.0 0.0 0.0
C 0.0 0.0 0.0
N 0.0 0.0 0.0
H 0.0 0.0 0.0
H 0.0 0.0 0.0
H 0.0 0.0 0.0
H 0.0 0.0 0.0
H 0.0 0.0 0.0
H 0.0 0.0 0.0
H 0.0 0.0 0.0
H 0.0 0.0 0.0
H 0.0 0.0 0.0
H 0.0 0.0 0.0
H 0.0 0.0 0.0
H 0.0 0.0 0.0
H 0.0 0.0 0.0
O 0.0 0.0 0.0
C 0.0 0.1 0.0
C 0.0 -0.1 0.0
C 0.0 0.1 0.1
O 0.2 -0.1 -0.1
C 0.0 0.0 0.0
Se 0.0 0.0 0.0
C 0.0 0.0 0.0
Se 0.0 -0.1 0.0
H 0.0 0.0 0.0
H 0.0 0.0 0.0
H 0.0 0.0 0.0
H 0.0 0.0 0.0
H 0.0 0.0 0.0
H -0.1 0.0 0.1
H 0.0 0.0 0.0
H 0.0 0.0 0.0
H 0.0 0.0 0.0
H 0.0 0.0 0.0
Cl -0.1 0.0 0.0
C 0.1 -0.1 -0.1
C 0.2 0.1 0.0
C -0.1 -0.1 -0.1
C -0.1 0.1 0.1
C 0.1 0.0 0.0
C 0.1 0.2 0.1
C 0.0 0.1 -0.2
H 0.0 0.0 0.0
H 0.0 0.0 0.0
H 0.0 0.0 0.0
H 0.0 0.0 0.0
H -0.1 -0.2 0.2
H 0.0 -0.1 0.1
S 0.0 0.0 0.0
P 0.0 -0.2 0.1
S 0.0 0.2 0.1
C -0.1 0.0 0.0
C 0.1 0.0 0.0
C 0.0 0.0 0.0
C 0.0 0.0 0.1
C 0.0 -0.1 0.0
C 0.0 0.0 0.0
C -0.1 0.0 -0.1
C 0.0 0.0 0.0
C 0.0 0.0 0.0
C 0.0 0.0 0.0
C 0.0 0.0 0.0
C 0.0 0.0 0.0
H 0.0 0.0 0.0
H 0.0 0.0 0.0
H 0.0 0.0 0.0
H 0.0 0.0 0.0
H 0.0 0.0 0.0
H 0.0 0.0 0.0
H 0.0 0.0 0.0
H 0.0 0.0 0.0
H 0.0 0.0 0.0
H 0.0 0.0 0.0

Charge: -1
Electronic energy in Eh: -7844.4930
2S+1: 1
Relative energy (zero: lowest compared OMol25 entry of this formula, charge and spin) in eV: 1.212
Frontier orbital gap in eV: 6.1